Computed, not measured: 13 unconnected molecules or ions with the total composition C4H36NO14 in a non-equilibrium geometry, with the ωB97M-V functional and the def2-TZVPD basis.

Geometry (Å):
1 C 2.375 -2.005 0.198
2 O 2.682 -3.377 0.602
3 C 0.817 -1.903 0.202
4 C 0.162 -0.577 0.707
5 C 0.542 -0.294 2.176
6 O 1.911 0.173 2.298
7 N 0.554 -1.954 -1.304
8 H 2.892 -1.894 -0.746
9 H 2.881 -1.317 0.848
10 H 3.255 -3.270 1.369
11 H 0.526 -2.789 0.763
12 H -0.899 -0.689 0.508
13 H 0.489 0.263 0.103
14 H 0.517 -1.255 2.719
15 H -0.143 0.390 2.645
16 H 1.897 0.953 1.733
17 H 1.200 -1.288 -1.731
18 H 0.592 -2.886 -1.724
19 H -0.433 -1.741 -1.595
20 H -3.964 -2.319 0.265
21 H -4.762 -2.399 -1.007
22 O -3.840 -2.522 -0.689
23 H -0.905 2.666 4.443
24 H -0.676 3.738 3.247
25 O -1.216 3.013 3.598
26 H -3.589 1.745 -0.401
27 H -3.612 1.758 -2.000
28 O -3.569 1.197 -1.212
29 H 4.331 -0.003 2.963
30 H 3.910 0.633 1.686
31 O 4.610 0.105 2.054
32 H -0.575 3.156 -0.034
33 H 0.844 2.767 -0.354
34 O 0.334 3.348 0.220
35 H -3.089 -0.895 3.013
36 H -3.012 0.528 3.515
37 O -2.626 -0.053 2.853
38 H -1.724 -2.080 -3.385
39 H -0.811 -2.793 -4.498
40 O -0.837 -2.215 -3.731
41 H -2.101 -0.093 -1.456
42 H -2.720 -1.507 -1.291
43 O -1.876 -1.026 -1.545
44 H -3.155 3.859 0.836
45 H -2.366 2.662 1.336
46 O -2.790 3.027 0.538
47 H 4.026 1.794 -0.580
48 H 3.225 3.184 -0.282
49 O 3.170 2.247 -0.455
50 H 2.481 0.915 -1.265
51 H 1.319 0.739 -2.282
52 O 2.143 0.320 -1.954
53 H -0.778 0.812 -4.613
54 H -1.129 -0.174 -3.594
55 O -0.721 0.706 -3.657

For the highest occupied orbital energy (spin up / spin down), the calculation gives -2.2 / -10.5 eV. The multiplicity is 2. The energy above the lowest of the compared OMol25 structures with the same formula, charge and spin comes out at 0.0 kcal/mol. The value obtained for the total energy is -34884.23792 eV. The HOMO-LUMO gap (spin up / spin down) comes out at 2.12 / 10.39 eV.